(1)
Molecular formula: C22H33ClN5O6
Method: DFT, ωB97M-V/def2-TZVPD

XYZ file:
```
67
Properties=species:S:1:pos:R:3:forces:R:3
C 3.11816 -3.69270 1.86000 -0.1627 -0.4411 -0.2447
O 2.55345 -2.82408 0.88808 0.2265 0.1837 0.0564
C 3.28473 -1.61425 0.68387 -0.9944 -0.7200 -0.1467
C 2.24859 -0.50036 0.51853 0.7989 -0.0366 0.6009
C 1.70878 -0.63687 -0.88827 0.3849 -0.3907 0.3685
N 0.60558 0.27054 -1.37225 -0.3140 -0.5032 -0.1177
C 0.45945 0.16159 -2.87237 -0.1298 0.1690 -0.7431
C 1.01499 -0.86093 -3.61232 0.3795 -0.4062 0.2551
C 0.78573 -0.90073 -4.97907 -0.3783 0.5991 -0.2624
C 0.00469 0.09130 -5.55450 0.1441 -0.1154 0.6587
C -0.53126 1.05639 -4.70528 0.0484 -0.0482 -0.6041
N -0.31396 1.09187 -3.39749 0.0873 -0.1591 0.2503
C -0.77103 -0.12829 -0.81703 -0.3369 0.2229 -0.1651
C -1.32895 -1.42711 -1.42469 -0.0549 -0.2150 0.1498
C -2.39047 -2.25600 -0.67810 -0.2773 -0.6175 -0.8044
O -1.85422 -3.20108 0.23312 0.1087 0.3390 0.4113
C -3.56634 -1.51783 -0.06454 0.1102 -0.8228 1.0916
N -4.66378 -2.47805 0.06402 -0.1522 0.1262 -0.2609
C -0.88836 0.06469 0.67800 -0.3456 0.3720 0.6154
O -0.63919 -1.13511 1.41623 -0.1756 0.8183 -0.5122
C -1.10700 -1.05638 2.62562 1.1064 -0.8124 -1.2576
N -1.33057 -1.20648 3.73148 -0.7760 0.2014 1.6599
O -0.09839 1.07434 1.23942 0.7217 -0.7487 -0.6398
C 0.30927 2.13195 0.38194 -0.8004 1.0416 0.5645
C -0.91123 3.12069 0.20459 0.1990 -0.3017 0.0972
C -1.92289 3.07685 1.31912 -0.0184 0.1473 0.2256
N -1.97268 3.97913 2.20053 -0.1521 -0.2136 -0.1626
C 1.39726 2.89865 1.14256 0.6372 0.2860 0.2579
O 0.94273 3.28444 2.41957 -0.5642 -0.5720 -0.3384
C 1.51766 2.61002 3.46341 0.1108 -0.2728 0.7942
C 0.54028 2.04085 4.43985 -0.4264 1.1522 0.0709
O 2.70037 2.52093 3.59417 0.4345 -0.1294 -0.5299
C 0.80942 1.71291 -1.03132 0.5231 0.7978 0.4245
Cl 2.47815 2.18686 -1.44085 0.0331 -0.2033 -0.0428
H 4.19997 -3.59763 1.91574 0.1245 0.1365 0.0653
H 2.66401 -3.54952 2.83865 0.0536 0.2370 0.1399
H 2.90572 -4.71272 1.55073 -0.0655 -0.0833 -0.0494
H 3.85172 -1.75624 -0.23881 0.4777 0.2515 0.0770
H 3.93397 -1.41418 1.52982 0.1667 0.1432 0.0286
H 1.54391 -0.64397 1.32632 -0.1770 0.0183 -0.1815
H 2.77974 0.42679 0.71242 -0.1478 0.2786 -0.3204
H 1.37485 -1.66244 -1.00638 -0.3434 -0.0486 -0.0263
H 2.55959 -0.51608 -1.54675 -0.0712 0.2890 -0.3102
H 1.61978 -1.64951 -3.19840 0.0630 0.0384 0.2510
H 1.21880 -1.68343 -5.57950 0.0692 -0.1255 -0.0251
H -0.19803 0.13431 -6.60992 -0.0175 -0.0547 -0.1588
H -1.14680 1.83018 -5.14312 -0.1066 0.1521 0.2568
H -1.40381 0.65980 -1.22015 0.0216 0.2103 -0.0375
H -0.53994 -2.11984 -1.70203 0.2028 -0.0694 0.1964
H -1.81142 -1.16572 -2.36336 0.0529 0.2222 -0.1437
H -2.84826 -2.85837 -1.46726 -0.0488 0.2169 -0.3040
H -1.83990 -4.06645 -0.18097 0.0098 -0.0433 -0.0089
H -3.87645 -0.66101 -0.65745 -0.0009 0.1014 -0.1262
H -3.27804 -1.21536 0.94807 0.1732 0.4942 -0.0708
H -4.31391 -3.31503 0.51579 0.0768 -0.0123 0.0305
H -5.37173 -2.11498 0.69010 -0.1084 0.0443 -0.1026
H -1.92524 0.34809 0.85984 -0.2071 -0.2305 -0.0504
H -0.51662 4.13129 0.18422 0.0084 0.1742 -0.2061
H -1.43821 2.92875 -0.73236 0.0078 0.0023 -0.1080
H -2.65866 2.26762 1.31295 0.0695 -0.1787 -0.1140
H -2.74545 3.76806 2.83292 0.0398 0.2328 0.1166
H 1.65286 3.80013 0.59599 -0.0197 0.0827 -0.1890
H 2.31204 2.32071 1.24865 0.0113 -0.0956 -0.0292
H -0.27847 2.75424 4.53240 -0.2177 -0.1050 -0.0551
H 0.12969 1.10050 4.09155 0.0535 -0.1999 -0.0131
H 1.00721 1.96998 5.41222 0.1675 -0.3799 0.0642
H 0.24811 2.32426 -1.71797 -0.3132 -0.4261 -0.3159
```
Forces are in eV/Å.

Values from the calculation:
Charge = +1
LUMO energy = -3.15 eV
SMILES = [H]/N=C/C[C@@]1(COC(C)=O)O[C@H](OC#N)[C@H](C[C@@H](O)CN)[N@@+](CCCOC)(c2ccccn2)[C@@H]1Cl


(2)
Molecular formula: C22H33FIrN7O5
Method: DFT, ωB97M-V/def2-TZVPD

XYZ file:
```
69
Properties=species:S:1:pos:R:3:forces:R:3
Ir -0.24532 0.21726 -2.40422 -0.0429 1.3343 -0.0337
N -0.92068 2.08477 -1.10781 1.3506 -1.2973 -0.2254
C -1.99858 2.86094 -1.70568 -0.3693 -0.2278 -1.8620
C -3.37432 2.49185 -1.17090 0.1124 0.1275 0.6327
C -3.59326 2.92582 0.28312 -0.1861 -0.1098 -0.2225
C -5.00938 2.60133 0.78119 0.4299 0.1071 0.0560
N -5.35990 1.19050 0.61950 -0.2117 0.0305 -0.0541
C -4.68799 0.18499 1.17082 -0.0258 -0.1392 -0.1014
N -3.82471 0.39968 2.15266 0.0292 0.0507 0.2092
N -4.87248 -1.06247 0.73392 0.0021 0.0343 0.0473
C -2.05600 2.57247 -3.27379 -0.5786 1.3404 2.6413
O -2.74566 3.31158 -3.92331 0.3000 -0.5325 -0.6430
O -1.36389 1.55731 -3.64835 1.0151 -2.6262 -1.0776
H -1.18463 1.58368 -0.26688 0.0333 0.2845 0.1495
H -0.06214 2.60367 -0.97088 -0.1245 0.1522 0.2917
H -1.82010 3.93462 -1.64053 0.0697 -0.0355 0.3018
H -3.49988 1.40649 -1.25596 -0.0296 0.0043 -0.0887
H -4.11698 2.97864 -1.80391 0.0546 -0.0524 -0.1072
H -3.45879 4.00561 0.36744 0.0364 0.0049 0.0447
H -2.85056 2.45099 0.92866 0.0248 0.1161 0.0370
H -5.73124 3.17096 0.20020 -0.0747 -0.0267 0.0675
H -5.12298 2.89744 1.82670 -0.1075 0.0236 -0.0363
H -6.06824 0.96776 -0.05967 -0.0257 -0.0561 0.0369
H -3.73132 1.31661 2.55145 -0.0385 0.0013 -0.0211
H -3.06405 -0.25989 2.29495 -0.0139 0.0186 -0.1043
H -5.55685 -1.27817 0.03115 0.0454 0.0154 -0.0632
H -4.40655 -1.82691 1.19211 -0.0029 -0.0068 0.0204
C 2.13599 -3.94353 3.15149 -0.0624 0.1253 -0.0236
C 2.65977 -2.55985 3.53152 0.0894 -0.4356 0.2490
C 4.17033 -2.61487 3.71928 -0.0498 0.2849 0.0225
C 4.75565 -1.21690 3.86334 0.0201 -0.0681 -0.0164
C 4.45169 -0.43523 2.62007 -0.0017 -0.0556 0.0933
C 5.31626 0.50469 2.11301 -0.0036 -0.0417 0.0058
C 4.99365 1.20460 0.95029 -0.2086 -0.0918 -0.0647
F 5.85646 2.10721 0.48728 0.0255 0.0099 0.0058
C 3.82098 0.98437 0.28292 0.1445 0.0484 -0.0453
C 2.91274 0.04789 0.79590 -0.0316 -0.0364 -0.1341
C 1.64395 -0.16123 0.11844 0.2179 -0.5060 0.6229
O 1.49258 0.30730 -1.05484 -0.7961 -0.3099 -0.8328
C 0.67359 -0.85135 0.87593 -0.2912 0.2336 -0.3967
C 1.05663 -1.53302 2.01031 0.1781 -0.0153 0.1217
N 2.30050 -1.56358 2.48012 -0.3160 0.0504 -0.0485
C 3.22721 -0.67089 1.96293 0.1437 0.3266 -0.3182
C -0.79204 -0.88491 0.53337 0.6939 0.0545 0.4042
O -1.57728 -1.00482 1.47582 -0.0769 -0.3044 -0.2419
O -1.15037 -0.79997 -0.69231 -0.6903 0.7421 -1.3621
H 2.50477 -4.67381 3.86984 0.0096 0.0097 0.0112
H 2.49466 -4.22408 2.16013 0.0365 -0.0186 0.0093
H 1.04947 -4.00369 3.15604 -0.0155 -0.0177 0.0199
H 2.19493 -2.23521 4.46698 0.0103 0.1003 -0.0653
H 4.62641 -3.11636 2.86183 0.0021 -0.0462 0.0172
H 4.37922 -3.20946 4.60709 -0.0306 -0.0593 -0.0293
H 5.83197 -1.25961 4.02202 -0.0010 0.0146 0.0226
H 4.31858 -0.71575 4.73239 0.0207 0.0012 0.0147
H 6.25295 0.71619 2.61224 0.0180 -0.0100 -0.0036
H 3.58365 1.52790 -0.61943 0.0297 0.0259 0.0089
H 0.30575 -2.09827 2.54247 0.0638 -0.0964 0.0136
N 1.39483 0.33148 -3.97378 -1.4162 0.8506 0.7473
C 0.88022 -0.25724 -5.21722 -0.0884 -0.2859 -0.3078
C 0.22489 -1.57784 -4.87573 0.3055 0.0313 -0.2843
N -0.87467 -1.29304 -3.94357 0.4956 0.7043 1.1723
H 1.67343 1.29599 -4.12883 0.0712 -0.0102 0.0136
H 2.20387 -0.18241 -3.63670 -0.0710 0.0539 0.2923
H 1.66765 -0.41111 -5.95664 0.0377 0.0890 0.0523
H 0.13854 0.42802 -5.63032 0.0629 0.0305 -0.0085
H 0.93259 -2.24522 -4.38210 -0.0218 -0.0143 0.0026
H -0.12170 -2.06380 -5.78924 -0.1042 -0.0231 0.0723
H -1.27418 -2.14540 -3.56390 0.0098 0.0488 0.1462
H -1.60964 -0.79072 -4.44044 -0.0818 0.0755 0.1458
```
Forces are in eV/Å.

Values from the calculation:
Charge = +2
LUMO energy = -6.11 eV
Energy relative to the best compared isomer or geometry (same formula, charge and spin) = 299.52 kJ/mol


(3)
Molecular formula: C22H33I2MnN3O3S
Method: DFT, ωB97M-V/def2-TZVPD

XYZ file:
```
65
Properties=species:S:1:pos:R:3:forces:R:3
Mn 0.32471 -0.13587 -0.08380 1.3774 0.3279 0.1941
I -2.73934 3.41549 5.85316 -0.0072 0.0161 0.0210
C -2.28712 2.52366 4.02219 0.0490 -0.0248 -0.0513
C -3.23116 1.74055 3.37666 -0.0549 0.0436 0.0018
C -2.90617 1.15965 2.16837 -0.0198 0.0202 0.1089
I -4.36431 0.01840 1.20934 -0.0422 0.0113 -0.0292
C -1.64002 1.28667 1.54586 0.2188 -0.0012 0.0784
O -1.40838 0.69087 0.41857 -0.3008 -0.0992 -0.2572
C -0.70728 2.11389 2.23404 -0.0116 -0.0333 -0.0397
C 0.70881 2.40328 1.76350 -0.0436 0.0152 0.0400
N 1.04118 1.89784 0.43191 -0.2822 -0.2076 -0.1181
C 0.47441 2.76032 -0.60569 -0.0681 0.0546 -0.0635
C 0.73119 2.17147 -1.96041 0.0507 -0.0757 0.0743
C 1.05990 2.92910 -3.07538 -0.0239 -0.0129 0.0183
C 1.26783 2.28357 -4.28221 0.0123 0.0140 -0.0168
C 1.15904 0.90232 -4.33525 0.0052 0.0021 0.0054
C 0.84096 0.22279 -3.17351 0.0285 0.0489 -0.0045
N 0.62367 0.84156 -2.01396 -0.3013 -0.1128 -0.0209
C -1.04685 2.70973 3.44175 -0.0207 0.0180 0.0022
H -4.21189 1.58933 3.80558 0.0041 -0.0010 0.0015
H 1.42122 1.97367 2.46916 -0.0286 -0.0375 -0.0058
H 0.85904 3.49191 1.79702 0.0344 -0.0090 -0.0007
H 2.04784 1.82615 0.32794 0.0148 0.1371 -0.0056
H 0.83850 3.79316 -0.54931 0.0538 -0.0247 -0.0021
H -0.60667 2.77220 -0.44211 0.0083 0.0315 0.0131
H 1.14778 4.00371 -2.98863 0.0040 0.0022 -0.0089
H 1.52282 2.85005 -5.16848 -0.0066 -0.0011 -0.0021
H 1.32097 0.35742 -5.25458 0.0043 0.0069 -0.0032
H 0.75818 -0.85571 -3.15248 -0.0144 -0.0032 -0.0002
H -0.31125 3.33400 3.93826 -0.0055 -0.0034 0.0081
N 4.29249 -1.50572 0.57959 -0.0210 0.0168 0.0056
C 2.97397 -1.22038 0.57167 0.0608 -0.0310 0.0063
O 2.46919 -0.66124 -0.40998 -0.2689 -0.0801 0.0634
C 2.14952 -1.62828 1.76729 0.0396 0.0672 -0.0640
C 0.84742 -0.82815 1.80098 -0.2145 -0.0436 0.1234
H 4.85674 -1.26167 -0.21609 0.0024 -0.0048 0.0019
H 4.71915 -1.93782 1.37816 0.0115 0.0017 -0.0037
H 2.77439 -1.57043 2.66934 0.0179 0.0428 -0.0215
H 1.96085 -2.69977 1.63245 0.0695 0.0130 0.0374
H 1.00986 0.04336 2.44087 0.0025 -0.0896 0.1053
H 0.06567 -1.40124 2.31247 0.0591 -0.0408 0.0034
C -3.39676 -4.00732 1.01673 -0.0166 -0.0451 0.0717
S -1.95395 -2.94727 1.20234 -0.1594 -0.0518 0.3352
C -0.72751 -4.21206 1.57579 -0.0526 -0.0917 0.1715
H -3.28400 -4.69726 0.17918 0.0113 -0.0149 -0.0208
H -4.24740 -3.35535 0.82405 0.0076 0.0134 -0.0030
H -3.59327 -4.57343 1.92761 -0.0009 -0.0014 -0.0022
H -0.98223 -4.75310 2.48753 -0.0315 0.0139 0.0080
H 0.22128 -3.69907 1.73274 -0.1427 -0.0667 0.0460
H -0.61355 -4.92308 0.75557 -0.0412 -0.0254 0.1029
C -2.21554 -1.10569 -1.92240 -0.0396 0.0268 -0.0153
C -1.29450 -2.29563 -1.89735 0.0860 -0.0322 -0.1792
O -0.12143 -2.04056 -1.10471 -0.2070 0.1669 -0.3190
C 0.69916 -3.20273 -1.01956 0.0186 0.0557 -0.1303
C 1.67994 -3.31941 -2.17128 0.0012 0.0002 -0.0156
H -3.17128 -1.41358 -2.35158 0.0054 -0.0028 -0.0342
H -1.81854 -0.29136 -2.52911 0.0102 -0.0028 0.0169
H -2.39216 -0.72261 -0.91918 0.0118 -0.0449 -0.0418
H -0.97586 -2.56302 -2.91302 0.0089 -0.0274 0.0011
H -1.80008 -3.16367 -1.46314 0.0029 0.0690 -0.0152
H 0.04784 -4.08199 -0.97921 0.0692 0.0882 -0.0703
H 1.21737 -3.14079 -0.06911 0.0653 -0.0001 -0.1094
H 1.16447 -3.36487 -3.13238 0.0026 0.0015 0.0004
H 2.25806 -4.23993 -2.06893 0.0107 0.0025 0.0072
H 2.36838 -2.47478 -2.17616 -0.0129 0.0153 0.0010
```
Forces are in eV/Å.

Values from the calculation:
Charge = 0
⟨S²⟩ = 0.91
LUMO energy (alpha / beta) = 0.31 / 0.29 eV
Multiplicity = 2
Energy relative to the best compared isomer or geometry (same formula, charge and spin) = 45.13 kJ/mol


no.,DFT total energy (a.u.)
1,-2043.15565
2,-1821.42295
3,-3392.63863